Formula: C3H8N4O
Source: OMol25
Level of theory: the ωB97M-V functional and the def2-TZVPD basis

Its HOMO-LUMO gap is 9.607 eV. Its net charge is 0. As for the maximum force: 4.837 eV/Å. The calculation puts the HOMO energy at -8.6895 eV. The LUMO energy comes out at 0.9 eV. As for the relative energy (zero: lowest compared OMol25 entry of this formula, charge and spin): 66.81 kcal per mole. As for the molar mass: 116.124 g mol⁻¹.

XYZ file:
```
16
Properties=species:S:1:pos:R:3:forces:R:3
C 1.344335 0.937220 -0.507886 -0.137 -0.065 0.734
N -0.018123 0.479961 -0.232705 -0.601 -1.116 0.760
C 0.336284 0.080231 2.484414 -4.063 -1.925 -0.115
C -0.305223 -0.862494 0.300348 1.393 -0.677 -4.310
N -1.031168 1.008047 -1.086131 0.200 -0.391 0.058
N -1.631749 -1.202151 0.339012 -0.806 1.225 0.563
N 0.623612 -1.768749 0.275353 -0.198 1.310 0.864
O 1.275783 0.590946 2.710016 4.186 2.232 0.945
H -0.899564 0.618056 -2.022584 0.017 0.121 0.067
H -0.939565 2.018634 -1.175258 0.083 -0.267 0.394
H -1.869209 -2.079212 -0.099297 0.189 0.123 0.174
H -2.215936 -0.426271 0.043501 -0.120 -0.304 0.088
H 0.238626 -2.642188 0.634066 0.112 0.132 0.044
H 2.076175 0.211729 -0.148424 -0.189 -0.035 -0.156
H 1.497840 1.868051 0.048868 0.124 0.011 -0.079
H 1.517882 1.168190 -1.563295 -0.192 -0.374 -0.031
```
Forces are in eV/Å.

=====

Formula: C55H41F4N2O8
Source: OMol25
Level of theory: the ωB97M-V functional and the def2-TZVPD basis

Its HOMO-LUMO gap is 6.181 eV. Its net charge is +1. As for the maximum force: 5.471 eV/Å. The calculation puts the HOMO energy at -11.0475 eV. The LUMO energy comes out at -4.9 eV. As for the relative energy (zero: lowest compared OMol25 entry of this formula, charge and spin): 136.34 kcal per mole. As for the molar mass: 933.931 g mol⁻¹.

XYZ file:
```
110
Properties=species:S:1:pos:R:3:forces:R:3
C -5.925555 3.603712 1.401976 -0.376 0.109 0.186
C -5.952754 2.640684 0.120883 -0.364 2.305 -0.439
O -4.895683 1.643031 0.138588 -1.387 -1.451 1.257
C -5.019600 0.736791 1.237433 2.563 1.267 3.366
O -4.289246 0.980664 2.246469 -3.088 -1.549 -4.242
C -5.994989 -0.519101 1.169790 -0.963 0.224 -0.062
C -5.350103 -1.872980 0.601971 -0.157 -0.482 -0.686
C -3.902666 -1.730339 -0.067663 -0.237 -0.748 -0.502
C -3.882893 -0.852468 -1.406502 -0.355 1.227 -1.148
C -5.074841 -0.896314 -2.412868 4.029 3.257 -0.841
C -4.945625 0.053369 -3.658590 1.128 -1.409 3.246
N -3.791645 0.901694 -3.830545 -0.773 -2.033 2.379
C -2.668882 0.964732 -2.913254 -1.264 -1.787 1.683
C -1.484045 1.991502 -3.224500 -0.539 0.687 -0.838
F -0.338877 1.218961 -3.588983 -2.398 1.576 0.723
F -1.821355 2.892003 -4.303111 0.406 -2.747 2.182
C -1.087456 2.940916 -1.975551 0.593 1.612 1.266
F -2.090774 3.012784 -0.968242 1.676 -0.368 -2.451
F -0.861094 4.296720 -2.407110 -0.569 -3.524 0.771
C -2.630131 0.069836 -1.622779 -1.974 0.341 -2.788
N -1.482541 0.116942 -0.684938 -1.659 -1.474 -2.925
H -6.442887 3.099104 2.298307 1.003 0.770 -1.272
H -4.864031 3.957741 1.692040 -1.695 -0.901 -0.573
H -6.527025 4.558121 1.175432 0.793 -1.521 0.180
H -7.006683 2.222348 -0.054570 1.545 0.193 0.430
H -5.731777 3.312240 -0.797680 -0.183 -1.335 1.424
H -6.923639 -0.264201 0.528620 1.619 -0.181 0.929
H -6.412676 -0.751905 2.223823 0.975 0.716 -1.669
H -6.051851 -2.302618 -0.214162 1.054 0.659 1.481
H -5.317668 -2.670172 1.435631 0.189 1.377 -1.371
H -3.160059 -1.397896 0.733185 -0.951 -0.091 -1.303
H -3.577376 -2.796439 -0.392907 -0.452 1.679 0.518
H -6.009201 -1.544120 -2.262806 1.758 1.180 -0.313
H -5.828338 0.057339 -4.391896 1.919 0.390 0.935
H -3.792926 1.507193 -4.674725 0.267 -0.416 0.900
H -0.126722 2.526635 -1.482648 -1.534 0.892 -0.834
H -0.608612 0.138331 -1.258202 -0.837 0.284 0.547
H -1.404484 -0.799596 -0.191525 -0.472 1.030 -0.344
C -0.142022 0.961867 1.921787 0.130 -0.112 0.000
C 0.257962 1.650104 3.065700 0.243 -0.114 0.066
C 1.441074 1.303324 3.709225 -0.261 0.133 -0.070
C 2.223439 0.257317 3.216843 -0.416 0.163 -0.132
C 1.811264 -0.446989 2.086930 -0.227 0.195 0.026
C 0.632984 -0.086028 1.433095 -0.154 0.389 0.305
C 2.605398 -1.590329 1.582594 -0.111 -0.587 -0.695
O 2.244718 -2.203602 0.590824 -0.029 0.218 0.189
C 3.835559 -1.981954 2.304180 0.269 -0.207 0.102
C 4.563688 -3.093224 1.875533 0.189 -0.132 0.071
C 5.728703 -3.460975 2.540973 -0.181 0.117 -0.028
C 6.175327 -2.715680 3.630010 -0.163 0.147 -0.022
C 5.449856 -1.611056 4.062990 0.195 -0.148 -0.089
C 4.273295 -1.247893 3.406845 0.273 -0.210 -0.053
C 3.490201 -0.093235 3.898232 0.475 0.441 0.802
O 3.877614 0.557072 4.853821 -0.201 -0.202 -0.263
H -1.060558 1.239040 1.415035 0.097 -0.002 0.122
H -0.352409 2.458861 3.454409 0.066 -0.098 -0.049
H 1.749955 1.846566 4.596985 0.111 -0.165 -0.129
H 0.316467 -0.622346 0.547234 0.476 -0.146 0.277
H 4.223069 -3.676904 1.025922 -0.066 0.194 0.103
H 6.290392 -4.328536 2.209560 -0.076 0.100 0.031
H 7.087929 -2.999156 4.144794 -0.103 0.039 -0.055
H 5.801312 -1.037859 4.915483 -0.181 0.035 -0.142
C 2.242977 -2.730184 5.969500 -0.115 -0.168 -0.061
C 3.496728 -3.320701 6.114791 -0.094 -0.231 0.000
C 3.635206 -4.699302 5.997819 0.060 0.265 0.016
C 2.516189 -5.494390 5.746669 0.037 0.409 0.060
C 1.257237 -4.905669 5.625407 0.228 0.279 0.042
C 1.124397 -3.519558 5.726018 0.170 0.194 0.020
C 0.055003 -5.742243 5.407952 -0.842 0.383 -0.070
O -1.045677 -5.227638 5.297938 0.273 -0.110 -0.015
C 0.208371 -7.212568 5.334726 -0.093 -0.380 -0.011
C -0.922090 -8.018285 5.187785 -0.046 -0.261 -0.031
C -0.786170 -9.400289 5.104764 0.077 0.225 0.007
C 0.478726 -9.981860 5.158724 0.095 0.189 0.020
C 1.606905 -9.183160 5.310613 -0.149 -0.184 -0.018
C 1.472776 -7.797146 5.408671 -0.238 -0.314 -0.054
C 2.676446 -6.959093 5.605914 0.935 -0.461 0.060
O 3.783468 -7.467302 5.657500 -0.332 0.171 -0.031
H 2.137408 -1.652555 6.051860 0.009 -0.098 0.025
H 4.366732 -2.704989 6.317169 -0.124 -0.084 0.006
H 4.615541 -5.152944 6.106684 -0.209 -0.093 -0.055
H 0.149497 -3.054094 5.619239 0.061 -0.220 0.022
H -1.910565 -7.571810 5.141869 0.220 0.091 0.017
H -1.666994 -10.025151 4.995801 0.095 0.081 0.014
H 0.584732 -11.059659 5.086690 0.000 0.126 0.014
H 2.589329 -9.642626 5.356869 -0.075 0.225 0.027
C 1.884198 2.877145 -4.825534 0.073 0.251 -0.158
C 3.261011 3.042262 -4.966038 -0.009 0.207 -0.114
C 3.763124 4.112993 -5.697681 0.004 -0.235 0.163
C 2.888426 5.016588 -6.302245 -0.086 -0.384 0.234
C 1.510840 4.837329 -6.182045 0.171 -0.278 0.204
C 1.010123 3.771937 -5.432590 0.152 -0.213 0.123
C 0.571239 5.759897 -6.859379 -0.933 -0.026 0.022
O -0.634115 5.604653 -6.750912 0.283 -0.032 0.010
C 1.116952 6.866568 -7.676063 0.007 0.278 -0.237
C 0.245157 7.709819 -8.367135 0.015 0.208 -0.153
C 0.748957 8.760809 -9.126613 0.014 -0.181 0.148
C 2.123470 8.979239 -9.191368 0.035 -0.169 0.128
C 2.995648 8.138139 -8.508922 -0.087 0.160 -0.137
C 2.494198 7.073998 -7.757564 -0.137 0.280 -0.206
C 3.432319 6.163597 -7.064225 1.050 0.261 -0.133
O 4.635169 6.350721 -7.123467 -0.390 -0.106 0.048
H 1.494587 2.047918 -4.247959 0.186 0.131 -0.141
H 3.943226 2.336491 -4.502739 -0.057 0.091 -0.054
H 4.836546 4.239270 -5.799174 -0.185 0.137 -0.069
H -0.059428 3.636149 -5.325161 0.208 0.224 -0.201
H -0.827140 7.547577 -8.318715 0.187 -0.095 0.108
H 0.069525 9.412059 -9.667288 0.069 -0.080 0.072
H 2.515505 9.803767 -9.778288 -0.034 -0.101 0.072
H 4.065789 8.310663 -8.567268 -0.132 -0.169 0.102
```
Forces are in eV/Å.

=====

Formula: BF4Sn
Source: OMol25
Level of theory: the ωB97M-V functional and the def2-TZVPD basis

Its HOMO-LUMO gap is 5.289 eV. Its net charge is +1. As for the maximum force: 5.442 eV/Å. The calculation puts the HOMO energy at -15.2091 eV. The LUMO energy comes out at -9.9 eV. As for the relative energy (zero: lowest compared OMol25 entry of this formula, charge and spin): 64.89 kcal per mole. As for the molar mass: 205.515 g mol⁻¹.

XYZ file:
```
6
Properties=species:S:1:pos:R:3:forces:R:3
Sn 5.979770 -16.639390 8.563680 0.151 1.331 -2.731
B 6.321110 -14.959400 5.491570 2.564 1.978 -4.293
F 5.909470 -14.779900 4.162690 0.252 -0.176 0.953
F 6.964620 -16.203920 5.579690 0.137 -1.543 1.734
F 7.178340 -13.954780 5.925820 0.283 -0.275 0.286
F 5.254720 -14.926200 6.284970 -3.386 -1.315 4.052
```
Forces are in eV/Å.

=====

Formula: C31H36N2O6S
Source: OMol25
Level of theory: the ωB97M-V functional and the def2-TZVPD basis

The SMILES is CCO[C@H]1OC(C(=O)N2CCN(Cc3ccc4c(c3)OCO4)CC2)=C[C@@H](c2csc3ccccc23)[C@@H]1CCCO. Its HOMO-LUMO gap is 8.598 eV. Its net charge is 0. As for the maximum force: 1.275 eV/Å. The calculation puts the HOMO energy at -8.0843 eV. The LUMO energy comes out at 0.5 eV. As for the relative energy (zero: lowest compared OMol25 entry of this formula, charge and spin): 0.76 kcal per mole. As for the molar mass: 564.704 g mol⁻¹.

XYZ file:
```
76
Properties=species:S:1:pos:R:3:forces:R:3
C 3.921673 0.366103 2.001579 -0.430 -0.001 -0.163
C 2.755788 0.188740 1.034252 0.247 -0.017 -0.021
O 1.527538 0.659244 1.572365 -0.094 0.171 0.060
C 1.293129 2.031542 1.422562 0.327 -0.058 0.699
O 0.958850 2.324463 0.082241 -0.221 0.078 -0.410
C -0.350953 2.131629 -0.272376 -0.270 0.110 0.267
C -0.590587 2.253898 -1.754380 0.112 0.051 0.206
O -1.254612 3.165520 -2.212041 -0.178 0.170 0.048
N -0.012909 1.301778 -2.515438 0.190 -0.082 -0.259
C 0.527413 0.059215 -2.019630 -0.149 -0.429 0.248
C -0.428901 -1.083051 -2.367985 0.346 0.086 0.081
N -0.612495 -1.136560 -3.805862 -0.114 -0.010 -0.033
C -1.387937 -2.298306 -4.209674 0.019 0.021 -0.048
C -0.642364 -3.572574 -3.915854 -0.200 -0.131 0.082
C -1.243689 -4.612291 -3.226514 -0.020 0.230 -0.114
C -0.572245 -5.803303 -2.954120 0.393 -0.277 -0.034
C 0.723830 -5.902715 -3.393256 0.064 0.449 -0.219
C 1.340468 -4.855674 -4.082266 -0.344 -0.307 0.242
C 0.680541 -3.686221 -4.357848 0.246 -0.270 0.006
O 2.624973 -5.215575 -4.397567 -0.270 0.432 -0.086
C 2.795373 -6.523174 -3.894919 1.059 -0.703 -0.100
O 1.606027 -6.943156 -3.262447 -0.464 0.050 0.168
C -1.192688 0.107101 -4.279764 0.198 0.189 -0.055
C -0.257868 1.268027 -3.940844 -0.331 0.170 -0.282
C -1.347925 1.934398 0.581879 0.224 -0.001 -0.022
C -1.138328 1.847056 2.062135 0.259 -0.149 0.007
C -1.247726 0.422195 2.538815 -0.215 -0.130 -0.375
C -1.184194 -0.668950 1.745349 -0.180 -0.137 0.312
S -1.293040 -2.171891 2.594722 0.010 0.223 0.169
C -1.440172 -1.325843 4.108396 0.057 0.056 -0.302
C -1.585151 -1.893017 5.365118 -0.015 -0.002 0.130
C -1.696021 -1.053698 6.453836 -0.003 -0.171 0.005
C -1.667023 0.330651 6.290047 0.000 0.158 0.050
C -1.522842 0.894047 5.041723 0.010 0.024 -0.018
C -1.402437 0.068804 3.921835 -0.036 -0.421 0.153
C 0.231530 2.440085 2.451779 0.088 0.087 -0.085
C 0.193956 3.955179 2.686314 -0.039 -0.155 -0.252
C -0.148149 4.817837 1.472536 0.006 0.364 0.441
C -0.337659 6.278461 1.888140 0.258 -0.195 -0.494
O -1.433251 6.456784 2.755657 -0.451 -0.013 0.275
H 3.694556 -0.122469 2.945480 0.019 -0.055 0.094
H 4.817365 -0.078168 1.576811 0.147 -0.027 -0.023
H 4.113538 1.419235 2.193220 0.076 0.096 0.031
H 2.589640 -0.874801 0.842390 0.060 0.102 -0.089
H 2.964361 0.694116 0.083369 -0.041 -0.117 0.014
H 2.218030 2.604751 1.595045 -0.148 -0.105 -0.067
H 1.490586 -0.121362 -2.507967 -0.010 -0.019 0.089
H 0.675897 0.107665 -0.942862 0.046 0.019 -0.021
H -1.392037 -0.922858 -1.845637 0.033 -0.023 0.002
H -0.006969 -2.033065 -2.033814 -0.026 0.036 0.056
H -2.377083 -2.320576 -3.719403 0.036 -0.018 -0.061
H -1.550499 -2.222457 -5.289804 -0.086 0.045 0.057
H -2.263688 -4.505123 -2.889631 -0.117 0.058 0.038
H -1.045125 -6.610015 -2.420348 -0.064 -0.119 0.082
H 1.154630 -2.876229 -4.884553 0.101 0.147 -0.082
H 3.034073 -7.209066 -4.723967 -0.131 0.186 0.159
H 3.623178 -6.533846 -3.167684 -0.238 0.060 -0.127
H -2.181204 0.296371 -3.823355 0.027 -0.006 -0.039
H -1.318131 0.046487 -5.362915 -0.041 0.010 0.017
H 0.697300 1.132315 -4.456381 -0.044 0.008 -0.018
H -0.706153 2.219489 -4.229655 0.098 -0.115 -0.010
H -2.349139 1.801621 0.205161 -0.101 0.025 -0.197
H -1.921162 2.426016 2.567540 0.046 0.044 -0.023
H -1.069473 -0.699008 0.679875 0.056 0.115 -0.242
H -1.610692 -2.965697 5.478852 -0.010 -0.117 0.066
H -1.809240 -1.471955 7.442575 -0.010 -0.042 0.084
H -1.760174 0.967930 7.156821 -0.008 0.060 0.065
H -1.505417 1.967355 4.926500 0.005 0.155 0.009
H 0.550902 1.972862 3.389564 0.000 0.039 -0.119
H 1.169332 4.266879 3.070222 0.030 0.035 0.078
H -0.540938 4.162393 3.468508 0.061 -0.022 0.051
H 0.644956 4.763390 0.726963 -0.025 -0.010 -0.111
H -1.069319 4.465290 1.003662 0.013 0.050 -0.102
H -0.454754 6.902293 0.991014 0.094 -0.026 0.108
H 0.532824 6.632854 2.445434 0.014 0.008 -0.088
H -2.229896 6.160618 2.300473 0.050 0.061 0.038
```
Forces are in eV/Å.